1.
C8H6O6Tm | wB97M-V/def2-TZVPD

The geometry in XYZ format:
```
21
Properties=species:S:1:pos:R:3:forces:R:3
O -4.498 -1.331 2.739 1.715 -0.262 -3.063
C -3.925 -1.406 1.748 -1.613 0.282 2.971
Tm -0.166 -0.632 -1.457 -0.222 0.080 1.106
O -3.062 -2.670 -2.818 3.380 2.440 1.751
C -2.202 -2.052 -2.380 -3.455 -2.474 -1.765
C 1.202 -0.685 -3.507 3.114 -0.013 -4.428
O 1.851 -0.700 -4.449 -2.576 0.037 3.698
C 0.112 -2.918 -0.529 1.006 -6.249 3.769
O 0.259 -3.918 0.054 -0.873 5.697 -3.435
C -1.946 1.019 -2.000 -4.167 4.488 -0.603
O -2.747 1.841 -2.128 3.747 -3.937 0.530
C 1.588 2.399 0.714 0.148 -0.174 0.387
C 1.181 1.012 1.098 1.020 0.846 1.339
C 1.594 0.472 2.434 0.195 0.406 -0.151
O 0.536 0.293 0.278 -0.497 -0.602 -1.230
H 2.223 2.823 1.506 -0.275 -0.045 -0.404
H 0.709 3.056 0.585 0.158 -0.266 -0.047
H 2.165 2.381 -0.227 -0.264 0.005 0.170
H 0.717 0.265 3.081 0.219 -0.047 -0.395
H 2.177 -0.462 2.314 -0.396 0.226 -0.004
H 2.230 1.213 2.946 -0.364 -0.436 -0.199
```
Positions in Å, forces in eV/Å.

Expectation value of S²: 2.002
Multiplicity: 3
E_tot: -1843.91889 Eh
Orbital gap (spin up / spin down): 7.400 / 7.322 eV
Total charge: +3


2.
C8H79Br2NO34P | wB97M-V/def2-TZVPD

The geometry in XYZ format:
```
125
Properties=species:S:1:pos:R:3:forces:R:3
C 3.061 -1.307 1.421 0.115 -0.406 -0.581
C 2.955 -0.532 0.034 -0.867 0.189 1.723
Br 4.214 -1.454 -1.243 -0.307 0.484 -0.003
C 3.297 1.012 0.192 0.445 0.139 -0.525
C 2.012 1.886 -0.088 1.183 -0.666 1.052
C 2.022 3.428 0.387 1.753 -0.100 -0.736
O 0.701 3.789 0.894 1.848 -0.995 0.099
P -0.307 2.395 0.563 -1.474 -0.379 -3.079
Br -0.982 2.201 2.744 -0.084 -0.203 1.672
C -1.209 0.857 -0.136 -1.060 -0.874 0.538
C -2.162 0.080 0.874 -1.344 -1.155 -1.801
C -2.840 -1.097 0.033 1.421 -0.829 1.050
N -4.184 -1.034 -0.462 1.190 -1.001 0.771
O -2.133 -2.113 -0.184 -1.585 1.758 -0.287
O 1.033 1.290 0.800 0.475 2.083 -1.195
H 4.064 -1.823 1.475 -1.083 0.736 0.259
H 2.271 -2.118 1.456 0.835 0.983 0.064
H 2.934 -0.591 2.285 0.040 -0.830 -1.030
H 1.929 -0.730 -0.375 1.193 0.490 0.010
H 4.117 1.251 -0.555 -0.887 0.001 0.996
H 3.652 1.190 1.246 -0.185 -0.144 -1.081
H 1.864 1.761 -1.200 -0.633 0.085 1.109
H 2.339 4.113 -0.462 -0.792 -0.729 0.597
H 2.890 3.559 1.120 -1.862 -0.244 -0.514
H -0.023 2.689 -0.828 0.193 -0.406 0.154
H -1.485 3.234 0.421 0.482 -0.116 0.234
H -0.421 0.122 -0.475 -0.978 0.925 0.251
H -1.805 1.190 -1.045 0.525 -0.240 1.043
H -1.615 -0.458 1.696 -0.612 1.048 -0.897
H -3.016 0.708 1.244 1.050 -0.338 -0.069
H -4.874 -0.889 0.286 0.392 0.470 -0.292
H -4.365 -1.968 -0.856 0.037 0.606 0.067
O 5.482 -4.613 -1.302 0.094 0.022 -0.064
H 5.947 -4.647 -0.460 -0.061 -0.007 -0.022
H 5.209 -3.688 -1.380 -0.040 -0.150 0.143
O 6.445 -1.230 1.958 0.152 -0.202 -0.070
H 6.495 -0.932 1.041 -0.142 0.089 0.058
H 7.261 -1.728 2.086 -0.026 0.052 0.042
O 1.923 0.755 -3.698 0.048 -0.237 -0.275
H 1.025 0.472 -3.930 -0.100 0.255 0.264
H 2.493 0.124 -4.151 0.062 0.005 0.158
O 2.740 -3.181 -4.111 0.022 -0.510 0.003
H 2.956 -3.105 -3.172 0.058 0.313 0.031
H 1.964 -3.757 -4.124 0.023 -0.004 0.205
O -6.294 -1.021 2.126 -0.330 -0.030 -0.149
H -6.855 -1.739 2.451 0.037 0.067 0.170
H -6.500 -0.281 2.711 0.225 0.010 0.065
O -0.940 1.147 -4.130 -0.401 0.231 -0.517
H -1.486 1.429 -4.872 0.155 0.130 0.000
H -1.559 1.077 -3.395 0.351 0.022 0.255
O -2.329 -1.554 3.596 -0.096 -0.326 0.144
H -3.198 -1.889 3.349 0.013 0.088 -0.018
H -1.715 -2.129 3.123 0.005 0.069 0.018
O 1.016 -2.774 -6.292 0.188 -0.055 -0.167
H 0.724 -1.858 -6.231 -0.070 -0.064 0.050
H 1.757 -2.825 -5.672 -0.090 0.311 -0.178
O 4.722 -5.339 -5.804 -0.089 0.047 -0.032
H 4.174 -6.070 -5.494 0.061 0.012 0.010
H 4.491 -4.607 -5.216 -0.037 0.028 0.037
O -4.709 2.216 3.237 -0.037 0.328 -0.053
H -3.779 2.120 2.980 0.252 -0.236 -0.019
H -5.064 2.842 2.595 -0.016 -0.136 -0.075
O 7.927 0.742 3.487 -0.057 0.069 0.152
H 8.141 0.817 4.425 -0.186 0.163 -0.010
H 7.150 0.166 3.469 0.041 0.085 -0.320
O 9.558 -0.565 5.129 0.398 -0.071 0.124
H 9.607 -0.265 4.211 -0.128 -0.173 -0.036
H 10.372 -1.063 5.255 -0.052 0.005 -0.013
O -1.105 -1.073 -2.725 -0.245 -0.372 0.208
H -1.454 -1.484 -1.914 0.235 -0.063 -0.059
H -1.890 -0.885 -3.247 0.084 -0.181 -0.111
O 11.435 -2.715 3.802 0.127 -0.137 0.081
H 11.881 -3.125 3.053 -0.038 0.101 -0.017
H 11.636 -3.299 4.541 -0.060 0.013 -0.032
O -8.708 -0.536 0.292 0.081 0.096 0.188
H -8.977 0.390 0.350 -0.044 -0.039 -0.128
H -7.956 -0.602 0.898 0.179 -0.197 -0.148
O 3.605 3.839 2.996 0.355 0.123 0.546
H 2.958 3.799 3.711 -0.047 -0.060 -0.096
H 3.869 4.767 2.970 -0.137 0.002 -0.071
O 1.014 4.948 3.838 0.175 0.647 0.152
H 1.158 4.900 2.876 -0.170 -0.364 -0.052
H 0.239 5.517 3.928 -0.214 -0.286 -0.274
O 3.054 -4.939 -8.152 -0.025 0.095 -0.190
H 2.762 -4.022 -8.084 -0.109 -0.065 0.013
H 3.805 -4.994 -7.539 -0.080 -0.119 0.128
O 3.614 6.430 1.244 0.238 0.016 -0.136
H 4.537 6.328 0.988 -0.050 -0.034 0.008
H 3.262 7.059 0.605 -0.153 -0.053 0.102
O 0.247 -6.766 -8.449 0.054 0.189 -0.202
H 0.616 -5.944 -8.103 0.037 -0.107 0.137
H 0.673 -6.868 -9.311 0.013 -0.103 -0.025
O -3.201 4.920 3.600 -0.288 0.379 0.272
H -3.701 4.095 3.675 0.127 -0.057 0.028
H -3.237 5.295 4.488 0.184 -0.237 0.075
O 2.767 7.346 4.192 0.085 0.060 0.312
H 2.265 6.522 4.268 -0.046 -0.083 -0.286
H 2.724 7.727 5.076 -0.023 0.015 -0.055
O -10.508 -1.113 -2.129 -0.177 0.020 0.106
H -10.025 -1.149 -1.292 0.220 0.024 -0.052
H -10.757 -0.187 -2.212 0.060 -0.035 -0.018
O 2.519 -7.328 -10.613 -0.130 0.186 0.258
H 2.764 -8.060 -10.036 -0.021 0.015 -0.040
H 2.724 -6.539 -10.089 0.165 -0.025 -0.023
O -0.199 5.418 -1.417 0.122 0.057 -0.078
H 0.247 4.997 -2.158 -0.065 -0.049 0.048
H 0.002 4.836 -0.663 -0.033 0.076 0.097
O -8.625 -1.869 4.095 0.212 0.078 -0.241
H -8.395 -1.794 5.027 -0.106 -0.105 -0.007
H -9.410 -2.425 4.096 0.025 0.049 0.077
O -9.818 -2.841 6.606 -0.110 -0.070 0.192
H -10.335 -3.649 6.696 0.067 0.006 -0.059
H -9.831 -2.456 7.489 0.031 0.048 -0.070
O -0.789 -9.411 -8.143 -0.081 0.045 0.088
H -1.424 -9.460 -7.422 0.024 -0.041 -0.053
H -0.528 -8.476 -8.164 0.066 -0.031 0.028
O 0.337 6.119 6.530 0.126 0.011 0.032
H 0.786 5.704 5.782 0.012 -0.122 0.074
H 0.541 5.541 7.272 -0.057 0.010 -0.039
O -10.964 0.787 0.828 -0.415 -0.059 0.038
H -11.883 0.806 0.540 0.054 0.128 0.003
H -10.806 -0.140 1.050 0.145 0.052 -0.019
O -3.956 7.769 3.164 -0.156 -0.004 0.206
H -4.869 7.764 2.862 0.064 0.020 -0.026
H -3.775 6.842 3.379 0.058 -0.001 -0.396
```
Positions in Å, forces in eV/Å.

Multiplicity: 1
E_tot: -8454.54068 Eh
Orbital gap: 6.647 eV
Total charge: -1


Copy entry 1 word for word.
C8H6O6Tm | wB97M-V/def2-TZVPD

The geometry in XYZ format:
```
21
Properties=species:S:1:pos:R:3:forces:R:3
O -4.498 -1.331 2.739 1.715 -0.262 -3.063
C -3.925 -1.406 1.748 -1.613 0.282 2.971
Tm -0.166 -0.632 -1.457 -0.222 0.080 1.106
O -3.062 -2.670 -2.818 3.380 2.440 1.751
C -2.202 -2.052 -2.380 -3.455 -2.474 -1.765
C 1.202 -0.685 -3.507 3.114 -0.013 -4.428
O 1.851 -0.700 -4.449 -2.576 0.037 3.698
C 0.112 -2.918 -0.529 1.006 -6.249 3.769
O 0.259 -3.918 0.054 -0.873 5.697 -3.435
C -1.946 1.019 -2.000 -4.167 4.488 -0.603
O -2.747 1.841 -2.128 3.747 -3.937 0.530
C 1.588 2.399 0.714 0.148 -0.174 0.387
C 1.181 1.012 1.098 1.020 0.846 1.339
C 1.594 0.472 2.434 0.195 0.406 -0.151
O 0.536 0.293 0.278 -0.497 -0.602 -1.230
H 2.223 2.823 1.506 -0.275 -0.045 -0.404
H 0.709 3.056 0.585 0.158 -0.266 -0.047
H 2.165 2.381 -0.227 -0.264 0.005 0.170
H 0.717 0.265 3.081 0.219 -0.047 -0.395
H 2.177 -0.462 2.314 -0.396 0.226 -0.004
H 2.230 1.213 2.946 -0.364 -0.436 -0.199
```
Positions in Å, forces in eV/Å.

Expectation value of S²: 2.002
Multiplicity: 3
E_tot: -1843.91889 Eh
Orbital gap (spin up / spin down): 7.400 / 7.322 eV
Total charge: +3